Entry 1:
{
  "formula": "C4H13NO2",
  "method": "ωB97M-V with the def2-TZVPD basis set",
  "molar_mass_g_mol": 107.153,
  "total_energy_ev": -9942.13017,
  "s2": 0.75,
  "multiplicity": 2,
  "homo_ev": [1.0, -6.0],
  "lumo_energy_ev": [3.7, 3.6],
  "total_charge": -1,
  "relative_energy_kcal_mol": 15.4,
  "max_force_ev_per_a": 2.7,
  "orbital_gap_ha": [0.098, 0.351],
  "species": ["C", "C", "C", "C", "O", "N", "H", "H", "H", "H", "H", "H", "H", "H", "H", "H", "H", "H", "H", "O"],
  "positions_angstrom": [[1.782, -0.423, -0.988], [0.552, 0.548, -0.902], [-0.568, -0.117, -1.682], [-1.949, 0.347, -1.146], [-2.053, 1.745, -1.130], [0.244, 0.623, 0.551], [1.947, -0.659, -2.062], [1.561, -1.327, -0.425], [2.714, 0.119, -0.793], [0.840, 1.504, -1.341], [-0.485, -0.050, -2.768], [-0.524, -1.176, -1.364], [-2.657, -0.068, -1.869], [-2.188, -0.041, -0.158], [-1.604, 2.213, -0.429], [1.074, 0.693, 1.134], [-0.046, -0.334, 0.779], [0.259, -0.536, 4.469], [0.251, -1.860, 5.250], [0.852, -1.201, 4.873]]
}

Entry 2:
{
  "formula": "C4H13NO2",
  "method": "ωB97M-V with the def2-TZVPD basis set",
  "molar_mass_g_mol": 107.153,
  "total_energy_ev": -9943.54428,
  "homo_ev": -8.7,
  "lumo_energy_ev": 1.0,
  "relative_energy_kcal_mol": 15.0,
  "max_force_ev_per_a": 0.7,
  "orbital_gap_ha": 0.355,
  "species": ["C", "C", "C", "N", "C", "H", "H", "H", "H", "H", "H", "H", "H", "H", "O", "H", "H", "O", "H", "H"],
  "positions_angstrom": [[1.844, -0.912, 0.001], [0.348, -1.060, 0.326], [-0.212, 0.387, 0.298], [0.753, 1.189, -0.454], [1.976, 0.419, -0.741], [2.178, -1.789, -0.568], [2.426, -0.901, 0.932], [0.235, -1.556, 1.288], [-0.202, -1.636, -0.412], [-1.174, 0.383, -0.213], [-0.333, 0.790, 1.300], [0.333, 1.526, -1.303], [2.860, 0.980, -0.415], [2.116, 0.230, -1.810], [0.770, 3.972, -2.160], [1.094, 3.510, -1.374], [1.068, 4.890, -2.154], [-5.124, -3.254, 2.256], [-4.872, -3.836, 2.982], [-6.083, -3.330, 2.220]]
}

Entry 3:
{
  "formula": "C4H13NO2",
  "method": "ωB97M-V with the def2-TZVPD basis set",
  "molar_mass_g_mol": 107.153,
  "total_energy_ev": -9942.42227,
  "homo_ev": -7.6,
  "lumo_energy_ev": 0.8,
  "relative_energy_kcal_mol": 40.9,
  "max_force_ev_per_a": 2.0,
  "orbital_gap_ha": 0.310,
  "species": ["C", "C", "C", "N", "C", "H", "H", "H", "H", "H", "H", "H", "H", "H", "O", "H", "H", "O", "H", "H"],
  "positions_angstrom": [[1.477, 1.842, 0.579], [0.367, 0.986, 1.216], [0.102, -0.319, 0.997], [-0.578, -1.128, 1.892], [-1.415, -2.199, 1.354], [1.246, 2.155, -0.439], [1.396, 2.712, 1.222], [2.458, 1.369, 0.531], [0.145, 1.255, 2.252], [0.123, -0.841, 0.036], [-0.986, -0.599, 2.655], [-2.030, -2.585, 2.168], [-2.157, -1.782, 0.658], [-0.726, -2.942, 0.960], [0.543, -1.174, -2.379], [0.888, -1.563, -3.189], [-0.362, -1.093, -2.644], [-0.143, 1.786, -2.918], [0.375, 1.592, -2.153], [-0.724, 2.527, -2.798]]
}

Entry 4:
{
  "formula": "C4H13NO2",
  "method": "ωB97M-V with the def2-TZVPD basis set",
  "molar_mass_g_mol": 107.153,
  "total_energy_ev": -9942.11758,
  "homo_ev": -9.5,
  "lumo_energy_ev": 0.9,
  "relative_energy_kcal_mol": 47.9,
  "max_force_ev_per_a": 3.5,
  "orbital_gap_ha": 0.382,
  "species": ["C", "C", "N", "C", "C", "O", "H", "H", "H", "H", "H", "H", "H", "H", "H", "H", "H", "O", "H", "H"],
  "positions_angstrom": [[0.882, -0.096, -2.691], [0.650, -0.344, -1.134], [-0.715, -0.701, -0.774], [1.243, 0.739, -0.324], [1.605, 0.420, 1.146], [2.519, -0.696, 1.231], [2.037, 0.016, -2.934], [0.517, 0.741, -3.272], [0.562, -0.985, -3.321], [1.118, -1.329, -0.960], [-0.813, -1.763, -0.656], [-1.161, -0.566, -1.634], [2.269, 0.875, -0.653], [0.795, 1.712, -0.456], [2.012, 1.242, 1.693], [0.561, 0.250, 1.486], [3.072, -0.678, 2.014], [-6.075, 0.305, 3.609], [-5.743, 0.264, 4.599], [-5.332, 0.591, 3.032]]
}

Entry 5:
{
  "formula": "C4H13NO2",
  "method": "ωB97M-V with the def2-TZVPD basis set",
  "molar_mass_g_mol": 107.153,
  "total_energy_ev": -9940.78288,
  "homo_ev": -8.5,
  "lumo_energy_ev": 0.7,
  "relative_energy_kcal_mol": 78.7,
  "max_force_ev_per_a": 4.5,
  "orbital_gap_ha": 0.339,
  "species": ["C", "C", "C", "N", "C", "O", "H", "H", "H", "H", "H", "H", "H", "H", "H", "H", "H", "O", "H", "H"],
  "positions_angstrom": [[1.246, 0.355, -2.670], [1.234, 0.110, -1.075], [-0.168, 0.704, -0.461], [1.297, -1.509, -0.733], [0.701, -2.138, 0.461], [1.576, -2.999, 1.144], [1.180, -0.537, -3.168], [2.054, 1.028, -3.179], [0.342, 0.871, -2.998], [1.844, 0.713, -0.430], [-0.423, 1.627, -0.918], [-0.216, 0.672, 0.640], [-0.856, -0.136, -0.775], [2.337, -2.012, -0.892], [-0.189, -2.630, 0.040], [0.384, -1.383, 1.390], [1.055, -3.666, 1.645], [-4.784, 3.567, 4.220], [-4.573, 3.217, 3.374], [-4.043, 4.144, 4.386]]
}

Entry 6:
{
  "formula": "C4H13NO2",
  "method": "ωB97M-V with the def2-TZVPD basis set",
  "molar_mass_g_mol": 107.153,
  "total_energy_ev": -9939.46086,
  "homo_ev": -8.6,
  "lumo_energy_ev": 0.8,
  "relative_energy_kcal_mol": 109.2,
  "max_force_ev_per_a": 3.5,
  "orbital_gap_ha": 0.344,
  "species": ["C", "C", "C", "N", "C", "H", "H", "H", "H", "H", "H", "H", "H", "H", "O", "H", "H", "O", "H", "H"],
  "positions_angstrom": [[-2.204, -0.437, -0.191], [-1.071, -0.048, 0.386], [-0.570, 1.310, -0.049], [0.582, 1.082, -0.906], [0.667, 2.388, -1.685], [-2.612, -1.440, -0.094], [-2.681, -0.242, -1.166], [-0.389, -0.901, 0.708], [-0.231, 1.680, 0.931], [-1.432, 1.911, -0.370], [0.550, 0.075, -0.755], [1.622, 2.328, -2.220], [0.543, 3.085, -0.814], [-0.192, 2.627, -2.382], [0.534, -1.553, -2.344], [0.205, -1.559, -3.307], [0.810, -0.597, -2.215], [2.122, -3.225, 5.867], [1.196, -3.321, 5.596], [2.550, -3.165, 5.010]]
}

Entry 7:
{
  "formula": "C4H13NO2",
  "method": "ωB97M-V with the def2-TZVPD basis set",
  "molar_mass_g_mol": 107.153,
  "total_energy_ev": -9942.41731,
  "homo_ev": -8.1,
  "lumo_energy_ev": 0.8,
  "relative_energy_kcal_mol": 41.0,
  "max_force_ev_per_a": 2.3,
  "orbital_gap_ha": 0.327,
  "species": ["C", "C", "N", "C", "C", "O", "H", "H", "H", "H", "H", "H", "H", "H", "H", "H", "H", "O", "H", "H"],
  "positions_angstrom": [[0.428, 0.722, 1.474], [1.076, -0.118, 0.390], [0.296, -0.531, -0.849], [-1.112, -0.365, -0.813], [-1.910, -1.409, -0.071], [-1.856, -2.611, -0.864], [0.558, 0.291, 2.483], [0.899, 1.727, 1.469], [-0.673, 0.884, 1.535], [1.828, 0.508, -0.097], [1.441, -1.035, 0.876], [0.751, -1.359, -1.188], [-1.345, 0.595, -0.350], [-1.528, -0.475, -1.829], [-2.982, -1.143, -0.109], [-1.530, -1.657, 0.936], [-2.294, -3.402, -0.502], [2.631, 3.631, 0.472], [3.355, 3.400, -0.115], [2.343, 4.469, 0.099]]
}

Entry 8:
{
  "formula": "C4H13NO2",
  "method": "ωB97M-V with the def2-TZVPD basis set",
  "molar_mass_g_mol": 107.153,
  "total_energy_ev": -9942.08532,
  "homo_ev": -9.4,
  "lumo_energy_ev": 0.8,
  "relative_energy_kcal_mol": 48.7,
  "max_force_ev_per_a": 4.5,
  "orbital_gap_ha": 0.374,
  "species": ["C", "N", "C", "C", "C", "O", "H", "H", "H", "H", "H", "H", "H", "H", "H", "H", "H", "O", "H", "H"],
  "positions_angstrom": [[0.438, 1.167, -1.392], [-0.055, -0.201, -1.030], [0.488, -0.741, 0.308], [2.011, -0.673, 0.332], [-0.292, -0.038, 1.318], [0.466, -0.535, 2.536], [-0.253, 1.555, -2.229], [0.270, 1.974, -0.571], [1.519, 1.257, -1.838], [0.112, -0.882, -1.743], [0.400, -1.863, 0.366], [2.342, -0.922, 1.348], [2.543, -1.159, -0.477], [2.350, 0.427, 0.336], [-1.246, -0.508, 1.360], [-0.325, 1.077, 1.162], [0.469, 0.106, 3.212], [-2.831, 0.591, -1.677], [-1.853, 0.221, -1.775], [-2.896, 1.380, -2.212]]
}

Entry 9:
{
  "formula": "C4H13NO2",
  "method": "ωB97M-V with the def2-TZVPD basis set",
  "molar_mass_g_mol": 107.153,
  "total_energy_ev": -9941.60532,
  "homo_ev": -9.4,
  "lumo_energy_ev": 0.6,
  "relative_energy_kcal_mol": 59.8,
  "max_force_ev_per_a": 8.0,
  "orbital_gap_ha": 0.370,
  "species": ["C", "C", "C", "C", "N", "H", "H", "H", "H", "H", "H", "H", "H", "H", "O", "H", "H", "O", "H", "H"],
  "positions_angstrom": [[-0.882, 1.669, -1.631], [-1.076, 0.411, -1.202], [-0.432, 0.003, 0.139], [-0.116, -1.486, 0.437], [-0.679, -2.053, 1.693], [-0.385, 2.494, -1.076], [-1.282, 1.973, -2.628], [-1.506, -0.213, -1.810], [0.614, 0.325, 0.101], [-0.953, 0.593, 0.940], [0.939, -1.596, 0.583], [-0.277, -2.130, -0.459], [-1.627, -2.447, 1.506], [-0.104, -2.627, 2.103], [2.860, -1.051, -0.954], [2.499, -1.519, -0.201], [2.987, -1.739, -1.597], [-0.046, 3.387, 1.606], [0.137, 3.337, 0.690], [-0.669, 2.666, 1.760]]
}

Entry 10:
{
  "formula": "C4H13NO2",
  "method": "ωB97M-V with the def2-TZVPD basis set",
  "molar_mass_g_mol": 107.153,
  "total_energy_ev": -9943.92589,
  "homo_ev": -8.4,
  "lumo_energy_ev": 0.7,
  "relative_energy_kcal_mol": 6.2,
  "max_force_ev_per_a": 1.1,
  "orbital_gap_ha": 0.337,
  "species": ["C", "C", "C", "C", "N", "H", "H", "H", "H", "H", "H", "H", "H", "H", "O", "H", "H", "O", "H", "H"],
  "positions_angstrom": [[0.596, 2.006, -0.604], [0.361, 0.580, -1.029], [-0.090, -0.395, -0.229], [-0.347, -1.784, -0.713], [-0.407, -0.156, 1.120], [-0.014, 2.290, 0.254], [0.373, 2.692, -1.418], [1.647, 2.136, -0.332], [0.563, 0.348, -2.066], [0.274, -2.514, -0.186], [-1.376, -2.083, -0.502], [-0.155, -1.860, -1.779], [0.145, 0.574, 1.529], [-0.366, -0.976, 1.705], [2.732, -0.227, 1.128], [3.557, -0.662, 0.935], [2.202, -0.414, 0.352], [-3.404, -0.216, 0.652], [-2.459, 0.021, 0.755], [-3.833, 0.638, 0.429]]
}